Computed, not measured: a cluster of 10 separate species, C36H80O18S4 in total in a non-equilibrium geometry, with wB97M-V/def2-TZVPD.

Kohn-Sham gap in eV: 9.5
SMILES: CCOS(C)(=O)=O.CCOS(C)(=O)=O.CCOS(C)(=O)=O.CCOS(C)(=O)=O.C1CCOC1.C1CCOC1.C1CCOC1.C1CCOC1.C1CCOC1.C1CCOC1
E in Ha: -4366.40877
Net charge: 0
Energy relative to the best compared isomer or geometry (same formula, charge and spin) in kJ/mol: 0.0
HOMO in eV: -9.5

Structure (XYZ):
```
138
Properties=species:S:1:pos:R:3:forces:R:3:lowdin_charge:R:1
C -6.93780 3.80854 -3.20138 -0.016 -0.426 0.843 -0.060
C -5.94200 4.91757 -3.42800 -0.246 1.153 -0.697 -0.316
O -4.65393 4.53268 -3.02028 2.576 -0.396 -0.213 -0.282
S -3.30771 5.17662 -3.77060 -0.923 -0.855 0.583 0.682
C -3.61785 4.59294 -5.51861 0.410 0.323 1.285 -0.092
O -3.40062 6.62002 -3.70945 0.298 -1.286 -0.065 -0.296
O -2.20714 4.42604 -3.16973 -1.730 1.378 -1.194 -0.297
H -7.91730 4.03321 -3.62352 0.129 0.099 -0.062 0.083
H -7.06431 3.63678 -2.13246 -0.149 0.289 0.147 0.079
H -6.61127 2.82342 -3.53457 0.209 0.215 -0.581 0.080
H -5.89797 5.22680 -4.47229 -0.211 -0.152 -0.282 0.102
H -6.15407 5.83894 -2.88559 -0.540 -0.086 0.135 0.125
H -4.10914 5.32846 -6.15558 0.045 0.146 0.434 0.066
H -4.25505 3.72256 -5.36205 0.348 -0.139 -0.336 0.063
H -2.62270 4.37734 -5.90758 -0.194 -0.269 0.022 0.064
C -5.70874 3.44695 7.05630 0.478 0.768 -0.144 -0.063
C -5.56587 4.91776 6.63635 -0.852 -0.659 1.963 -0.312
O -6.20670 5.09408 5.39112 -0.877 1.592 -1.565 -0.272
S -6.47872 6.66150 4.85315 0.222 -0.362 -0.424 0.704
C -4.81678 6.90895 4.09820 -0.310 0.288 -0.530 -0.114
O -7.52730 6.65056 3.81095 2.539 -0.392 2.450 -0.296
O -6.58838 7.54624 6.00464 0.004 -1.176 -1.358 -0.303
H -5.43664 3.35456 8.10774 0.356 0.101 -0.008 0.077
H -4.99261 2.89118 6.45100 -0.571 -0.648 0.040 0.076
H -6.75531 3.14282 7.03902 0.182 -0.242 -0.623 0.084
H -6.11925 5.45658 7.40547 0.219 0.580 -0.169 0.111
H -4.51344 5.19963 6.66856 0.004 0.263 -0.405 0.116
H -3.95705 6.55103 4.66464 -0.558 -0.087 0.653 0.060
H -4.66761 7.97539 3.92918 -0.289 0.016 0.081 0.066
H -4.73665 6.40385 3.13562 -0.537 -0.043 0.024 0.066
C -2.82760 -6.70111 0.03493 0.075 0.276 0.865 -0.075
C -1.73861 -7.50428 -0.62202 -1.474 0.410 -1.978 -0.313
O -1.58372 -8.79660 -0.03960 1.493 -0.942 0.446 -0.259
S -0.15968 -9.59758 -0.26324 0.095 0.596 1.430 0.670
C 0.94997 -8.52188 0.82259 -0.764 -1.451 -0.416 -0.090
O -0.28750 -10.91228 0.37006 -0.041 2.425 -1.225 -0.297
O 0.24827 -9.44846 -1.64180 -0.368 -0.226 1.081 -0.295
H -2.62938 -6.45006 1.07694 0.037 -0.080 0.079 0.078
H -3.79572 -7.19795 -0.02841 0.098 -0.072 0.024 0.082
H -2.89122 -5.75795 -0.50775 -0.079 0.018 -0.047 0.085
H -2.17933 -7.65261 -1.60786 0.333 -0.434 -0.379 0.117
H -0.87668 -6.88427 -0.86854 0.663 -0.508 0.839 0.119
H 0.66019 -8.67876 1.86159 -0.271 -0.100 -0.164 0.063
H 0.87867 -7.46074 0.58386 0.133 -0.302 -0.352 0.056
H 1.93128 -8.97922 0.69623 0.077 0.412 -0.201 0.061
C -3.07314 0.22723 1.68782 0.440 0.785 -0.019 -0.057
C -1.78022 0.87587 2.25422 -1.209 0.534 -1.637 -0.281
O -0.83411 -0.10488 2.57327 1.699 -1.636 0.323 -0.275
S 0.16076 -0.75355 1.43759 0.131 -0.221 0.775 0.675
C 1.33117 0.68973 1.19104 -1.078 -1.046 -0.320 -0.084
O 0.91015 -1.81087 2.11418 -1.276 1.779 -0.954 -0.302
O -0.61887 -1.08881 0.24956 1.263 0.902 1.427 -0.297
H -3.85178 0.97326 1.52886 0.019 0.192 0.243 0.073
H -3.46787 -0.53455 2.36011 0.172 -0.017 -0.039 0.081
H -2.87815 -0.17929 0.69543 0.115 -0.277 0.245 0.062
H -1.31405 1.54836 1.53413 -0.293 0.087 -0.483 0.099
H -1.95336 1.54952 3.09345 0.008 -0.641 0.506 0.121
H 1.96023 0.80721 2.07341 -0.094 -0.412 -0.132 0.070
H 0.77336 1.61201 1.02872 -0.106 -0.214 -0.132 0.053
H 1.86799 0.40508 0.28611 0.203 0.189 0.179 0.065
C 10.49614 -2.07721 3.04822 0.352 1.643 -0.174 -0.225
C 9.55199 -3.04715 2.37127 0.375 0.295 0.508 -0.150
C 8.91931 -3.76668 3.62175 1.463 0.679 -1.158 -0.162
O 9.75105 -3.36890 4.73280 -0.563 -0.415 0.877 -0.150
C 10.95189 -2.71613 4.29603 -0.897 -1.242 0.033 -0.218
H 9.88609 -1.21469 3.31655 0.271 0.351 0.123 0.117
H 11.40525 -1.72937 2.55769 -0.343 0.036 -0.861 0.117
H 10.18219 -3.64705 1.71470 -0.646 -0.556 -0.087 0.107
H 8.80877 -2.46225 1.82942 0.051 -0.433 -0.326 0.104
H 8.93866 -4.84152 3.44161 0.041 -0.132 0.427 0.107
H 7.88622 -3.44504 3.75353 0.124 0.057 0.375 0.112
H 11.70976 -3.47784 4.11291 0.261 -0.137 -0.097 0.118
H 11.36770 -2.00597 5.01079 -0.491 -0.143 0.358 0.124
C 3.09972 7.13654 4.28586 0.259 -0.219 1.512 -0.165
C 2.63520 8.19904 3.31216 1.442 1.578 2.244 -0.211
C 2.00841 7.41625 2.30021 -0.835 -1.095 -1.528 -0.260
O 1.44439 6.31992 2.99201 -1.266 -1.317 -0.965 -0.146
C 1.91673 6.17204 4.32907 0.328 0.717 -1.236 -0.181
H 3.40653 7.49062 5.27004 -0.146 0.233 0.026 0.112
H 3.99230 6.66965 3.86944 -0.086 -0.345 -0.109 0.116
H 3.52272 8.74165 2.98661 -0.387 0.502 -0.113 0.126
H 1.83873 8.82807 3.70971 0.514 0.437 0.573 0.126
H 2.75578 7.08724 1.57821 -0.272 -0.277 -0.461 0.126
H 1.20541 8.00573 1.85770 0.004 -0.414 -0.614 0.128
H 2.15335 5.11959 4.48542 0.145 0.077 0.135 0.115
H 1.08053 6.46815 4.96246 0.292 0.107 0.541 0.115
C 10.20411 4.37228 -1.95354 1.886 -0.066 1.029 -0.156
C 11.18988 3.19530 -2.31732 -0.063 1.013 0.742 -0.158
C 10.23646 2.02871 -2.46911 1.272 0.361 -0.601 -0.241
O 8.95424 2.50031 -2.15013 -1.745 -0.673 0.090 -0.133
C 8.98701 3.68554 -1.34097 1.361 0.096 -1.535 -0.183
H 9.96432 4.98384 -2.82336 -0.294 -0.315 -0.051 0.108
H 10.64792 5.05251 -1.22662 0.222 0.111 -0.023 0.101
H 11.89757 2.94475 -1.52707 -0.093 0.490 0.348 0.099
H 11.82688 3.35552 -3.18718 -0.362 0.268 -0.172 0.102
H 10.63862 1.21127 -1.87064 -0.737 -0.276 0.461 0.111
H 10.36085 1.70587 -3.50275 -1.056 -0.227 -0.162 0.115
H 9.00943 3.42561 -0.28265 0.412 0.086 0.082 0.118
H 8.19510 4.41613 -1.50594 -0.802 -0.874 -0.204 0.116
C -1.65121 -2.14484 -8.10092 0.755 1.004 1.307 -0.186
C -1.72907 -3.39720 -8.92330 0.963 -0.004 0.792 -0.183
C -2.83229 -4.12592 -8.21862 -1.631 0.427 0.237 -0.182
O -2.99478 -3.50516 -6.91100 -1.312 -1.724 0.050 -0.134
C -1.95357 -2.64701 -6.67620 0.875 1.203 -1.355 -0.249
H -2.42113 -1.44854 -8.43331 0.057 0.236 0.178 0.115
H -0.67473 -1.66420 -8.04121 0.038 0.187 -0.674 0.111
H -0.84208 -3.98453 -8.68580 0.451 0.142 -0.938 0.117
H -1.90286 -3.12242 -9.96368 0.199 -0.721 -0.024 0.119
H -2.68766 -5.20117 -8.11365 0.056 0.058 0.042 0.119
H -3.76213 -3.92273 -8.74986 -0.296 -0.384 0.102 0.116
H -1.06491 -3.13820 -6.27982 0.209 -0.259 0.199 0.116
H -2.21052 -1.82728 -6.00528 -0.354 -0.170 0.092 0.121
C -9.89141 -3.70205 3.82875 1.572 -1.812 0.465 -0.205
C -11.28159 -3.62199 3.34783 -0.704 -0.090 0.256 -0.200
C -11.45338 -2.12781 3.32798 -0.260 0.668 -0.177 -0.182
O -10.47772 -1.56147 4.23800 -1.055 1.522 -1.030 -0.124
C -9.82997 -2.59907 4.86008 0.320 -1.234 0.092 -0.245
H -9.22532 -3.60682 2.97122 0.429 0.421 0.259 0.121
H -9.69442 -4.67104 4.28738 0.219 -0.136 -0.035 0.115
H -11.91220 -4.04926 4.12749 -0.349 -0.167 -0.245 0.116
H -11.45486 -4.10359 2.38547 -0.112 0.044 0.125 0.121
H -12.47180 -1.89421 3.63837 0.075 0.560 -0.045 0.117
H -11.23017 -1.73639 2.33548 -0.219 0.249 0.008 0.120
H -10.43140 -2.89614 5.71923 0.139 -0.332 0.493 0.120
H -8.82435 -2.35075 5.19944 -0.053 0.306 -0.165 0.126
C 5.39341 -3.78685 -4.38989 0.354 0.535 0.827 -0.175
C 4.33173 -4.63098 -3.67038 0.961 -0.065 0.546 -0.169
C 3.61971 -5.24013 -4.85872 -0.683 0.062 0.993 -0.239
O 3.69773 -4.26307 -5.84640 -0.486 0.950 -1.673 -0.144
C 4.51436 -3.14687 -5.45581 0.657 -1.532 -0.263 -0.184
H 6.21381 -4.38881 -4.78063 -0.304 -0.218 -0.535 0.112
H 5.92476 -3.04201 -3.79745 -0.363 0.098 0.417 0.108
H 3.74810 -3.91964 -3.08602 -0.582 -0.150 -0.204 0.111
H 4.65580 -5.38720 -2.95540 0.415 0.021 -0.127 0.110
H 2.58099 -5.45714 -4.60957 -0.257 0.078 -0.117 0.115
H 4.03577 -6.18279 -5.21421 0.439 -0.020 0.065 0.119
H 3.88237 -2.32783 -5.11251 0.118 0.090 0.206 0.118
H 5.11894 -2.84467 -6.31094 -0.283 0.154 -0.135 0.117
```
Positions in Å, forces in eV/Å.


Computed, not measured: an isolated molecule of C5H7NS in a non-equilibrium geometry, with wB97M-V/def2-TZVPD.

Kohn-Sham gap in eV: 9.0
E in Ha: -647.53241
Net charge: 0
Energy relative to the best compared isomer or geometry (same formula, charge and spin) in kJ/mol: 327.2
HOMO in eV: -8.2

Structure (XYZ):
```
14
Properties=species:S:1:pos:R:3:forces:R:3:lowdin_charge:R:1
C -0.73067 -1.07047 0.33011 1.910 3.923 -0.899 -0.529
C 0.65561 0.53515 0.07671 -1.420 -4.019 -0.429 -0.231
C -0.45324 -2.26852 0.76258 -2.820 -0.128 0.404 -0.096
C -1.40796 1.55771 -0.08120 -0.280 -1.039 0.189 -0.402
C 1.98338 0.36759 -0.52773 -1.415 0.272 -0.180 -0.041
N 0.02917 1.55115 -0.06334 -2.902 2.426 0.720 -0.002
S -2.17593 -0.21333 -0.10512 1.004 0.248 0.487 0.839
H -1.32523 -2.85777 1.09439 0.666 -0.186 -0.369 0.064
H 0.50078 -2.63240 0.88350 1.965 -0.694 0.363 0.019
H -1.95688 2.08074 0.71568 0.752 0.152 -0.261 0.075
H -1.65008 1.92202 -1.05843 -0.544 0.457 -0.360 0.057
H 2.51092 -0.29082 0.08263 1.551 -1.207 0.373 0.052
H 2.39494 1.36629 -0.62268 0.447 -0.133 -0.189 0.087
H 1.62520 -0.04735 -1.48710 1.084 -0.070 0.151 0.108
```
Positions in Å, forces in eV/Å.